No. 1
{
  "formula": "C20H72F2N6O23S2",
  "method": "the ωB97M-V functional and the def2-TZVPD basis",
  "species": ["N", "S", "O", "O", "F", "S", "O", "O", "F", "N", "O", "O", "O", "C", "C", "O", "H", "H", "H", "H", "H", "H", "C", "C", "O", "H", "H", "H", "H", "H", "H", "C", "C", "O", "H", "H", "H", "H", "H", "H", "C", "C", "O", "H", "H", "H", "H", "H", "H", "C", "O", "N", "N", "H", "H", "H", "H", "C", "O", "N", "N", "H", "H", "H", "H", "C", "O", "H", "H", "H", "H", "C", "O", "H", "H", "H", "H", "C", "O", "H", "H", "H", "H", "C", "O", "H", "H", "H", "H", "C", "O", "H", "H", "H", "H", "C", "O", "H", "H", "H", "H", "C", "O", "H", "H", "H", "H", "C", "O", "H", "H", "H", "H", "C", "O", "H", "H", "H", "H", "C", "O", "H", "H", "H", "H"],
  "xyz": [[21.1750, -1.1280, -17.3010], [21.9310, -1.8410, -16.1380], [21.8640, -1.1610, -14.9060], [23.2260, -2.3320, -16.4470], [21.0360, -3.0650, -15.9150], [19.6260, -1.2450, -17.5770], [19.1240, -2.4340, -18.2260], [19.0880, -0.0280, -18.1510], [19.1070, -1.3590, -16.0870], [18.9480, -4.9840, -15.3310], [18.8580, -5.5660, -14.2440], [18.3210, -3.9570, -15.5620], [19.4320, -5.6190, -16.3190], [19.7810, -3.1860, -12.1340], [18.3930, -2.5700, -12.4060], [18.5440, -1.9250, -13.6020], [19.8140, -3.6640, -11.1790], [20.4680, -2.3440, -11.9280], [20.1620, -3.8450, -12.9640], [18.0840, -2.0850, -11.5430], [17.6230, -3.2810, -12.6130], [18.7730, -2.5140, -14.3250], [27.2950, -4.1250, -17.7960], [25.8720, -3.8840, -17.4830], [25.7820, -2.8530, -16.4730], [27.8010, -4.6030, -16.9490], [27.7040, -3.1730, -18.0090], [27.4480, -4.8740, -18.6020], [25.3650, -4.8280, -17.4290], [25.4500, -3.5210, -18.3400], [24.8670, -2.6440, -16.3940], [16.8400, 3.0890, -17.4660], [18.1550, 3.2960, -18.2480], [18.0900, 2.3910, -19.2910], [16.0840, 3.5130, -18.1060], [16.6290, 3.6580, -16.5990], [16.4850, 2.1080, -17.3510], [19.0170, 3.1640, -17.6480], [18.4030, 4.2690, -18.6220], [18.2150, 1.5200, -18.8810], [16.2170, -1.4130, -16.8720], [14.6960, -1.4000, -16.8530], [14.0470, -2.5950, -17.1060], [16.5930, -1.9560, -17.6860], [16.7670, -1.8960, -15.9240], [16.5770, -0.4290, -16.9800], [14.4380, -0.8210, -17.6760], [14.4910, -0.7170, -16.0120], [14.6870, -3.2650, -16.9840], [23.8940, -1.9010, -20.8630], [24.8960, -1.2670, -21.5280], [23.6610, -1.8060, -19.6210], [22.9140, -2.6310, -21.4440], [24.2810, -1.2330, -19.0420], [22.6490, -1.9460, -19.3010], [22.7860, -2.7510, -22.4720], [22.2550, -3.0440, -20.8370], [17.5540, -5.0350, -19.2880], [18.7900, -4.9300, -19.9560], [17.1920, -4.3090, -18.2510], [16.6490, -5.9210, -19.5480], [17.8560, -3.6060, -18.0460], [16.6160, -4.6730, -17.4600], [16.6460, -6.4870, -20.3680], [15.8900, -6.1310, -18.9240], [21.6600, -4.4630, -18.7820], [21.1050, -3.5900, -19.6970], [21.4480, -5.5220, -18.8900], [21.3790, -4.2200, -17.8300], [22.6890, -4.5160, -18.7820], [20.1600, -3.5550, -19.5290], [15.6980, 0.5730, -19.7250], [14.8230, 1.4460, -19.0090], [16.1600, 1.2170, -20.4270], [15.1110, -0.0690, -20.3220], [16.5100, 0.0900, -19.1810], [14.7720, 2.3310, -19.4790], [20.1380, -0.2390, -21.0780], [20.2070, 1.1870, -20.8160], [19.3000, -0.7040, -20.4830], [21.0670, -0.8210, -20.8310], [20.0230, -0.6340, -22.0430], [20.3040, 1.2810, -19.8120], [18.5250, 1.2880, -15.0990], [19.8170, 1.5270, -15.2610], [18.0450, 0.9930, -16.0220], [18.2290, 2.3600, -14.9490], [18.2450, 0.7560, -14.2760], [20.2370, 0.7620, -14.8900], [23.4650, -3.6880, -13.1230], [23.5420, -3.1430, -11.8400], [23.9180, -3.2370, -13.9680], [22.4500, -3.8470, -13.3550], [23.8960, -4.6780, -12.9550], [22.8130, -2.5900, -11.6980], [21.1750, 0.3400, -12.1180], [22.0990, -0.7220, -12.3400], [20.3120, 0.3000, -12.7830], [21.7150, 1.2820, -12.3010], [20.6490, 0.3530, -11.1480], [21.9700, -0.8870, -13.2860], [22.1460, -5.7280, -15.3710], [21.6340, -7.0270, -15.0620], [21.4680, -5.0660, -14.7840], [22.0640, -5.5600, -16.4260], [23.1050, -5.5810, -15.0080], [20.7610, -6.9650, -15.3660], [22.6100, 2.4340, -14.7530], [23.8880, 3.0070, -14.6110], [22.2610, 2.3760, -15.7930], [21.8110, 2.9250, -14.1040], [22.5170, 1.3700, -14.6050], [24.0530, 2.7980, -13.7210], [22.4390, 1.4250, -18.5180], [21.1010, 1.8110, -18.2450], [23.0750, 2.2210, -18.8970], [22.3480, 0.5440, -19.1330], [22.8310, 1.0600, -17.6220], [20.7190, 1.1250, -17.7280], [25.0970, -0.2020, -14.8390], [26.1240, 0.7490, -15.0180], [24.6080, -0.1020, -13.8750], [25.4220, -1.2340, -14.6880], [24.4260, -0.3110, -15.6250], [25.6950, 1.5200, -15.3480]],
  "forces_ev_per_angstrom": [[-0.1, 0.3, -1.1], [-0.3, -0.6, -0.2], [-0.4, 1.5, 0.9], [-0.4, 0.1, -1.1], [-0.3, -1.0, 0.2], [-1.1, -0.5, -0.5], [1.3, 1.2, 0.8], [0.8, -0.8, 1.2], [-0.2, 0.5, -0.7], [-1.4, -3.6, -1.7], [0.7, 0.5, 0.8], [-0.2, 2.2, 0.3], [0.6, 0.6, 0.6], [0.2, 0.4, 0.2], [2.2, -3.6, -1.6], [-0.4, 3.8, -0.8], [-0.1, -1.1, 0.6], [-0.2, -0.2, -0.7], [-0.6, 0.6, 1.0], [-0.5, 2.2, 1.1], [-0.5, -1.3, 0.5], [-0.3, -0.8, 0.1], [0.8, -1.8, 0.4], [0.6, 0.4, 0.8], [1.4, -1.9, -0.4], [0.1, 0.4, 0.1], [1.0, 0.8, -0.4], [-0.3, 0.8, 0.0], [-0.7, -0.6, 1.6], [-1.3, 1.4, -2.5], [-1.0, 0.3, 0.2], [0.0, 2.5, -1.4], [-0.9, -0.6, 1.4], [0.4, -0.6, -0.9], [-0.5, 0.1, -0.7], [0.6, 0.5, 1.5], [0.3, -1.5, 0.3], [1.0, -0.9, 1.0], [-0.9, 0.9, -0.5], [0.1, 0.2, -0.5], [0.5, -2.2, 2.9], [2.1, 1.9, 0.1], [-1.3, -0.3, 0.8], [0.4, -0.8, -1.4], [-1.5, 1.1, -1.8], [0.4, 1.3, 0.1], [-0.6, 1.5, -1.6], [-1.1, -1.1, 0.6], [0.8, -1.3, 0.3], [3.7, 2.5, -7.5], [-4.0, -3.0, 2.9], [-1.5, 1.1, 6.3], [0.9, 0.0, -3.4], [-0.5, -0.4, -0.4], [2.2, 0.2, -0.3], [0.6, 0.4, 1.7], [-1.2, -0.7, 0.4], [6.8, 1.0, -2.0], [-6.7, -0.2, 2.8], [-0.5, 0.9, 1.6], [-2.3, -3.4, -1.9], [0.6, 0.5, 1.0], [1.1, 0.4, -1.3], [0.6, -0.2, -0.3], [0.1, 0.5, 0.1], [-0.7, -1.7, -0.6], [0.7, 0.5, -0.7], [-1.0, -0.3, -0.5], [-0.9, 0.6, 2.5], [2.7, 0.9, -0.5], [-0.6, -0.3, -0.2], [0.0, 1.6, -0.6], [-0.6, 1.2, 0.1], [1.1, 0.3, -0.9], [-0.6, -1.4, -0.3], [-0.6, 0.0, 0.5], [0.4, -1.9, 0.9], [0.2, -0.5, 3.1], [0.3, -1.7, 0.3], [0.8, 0.4, -0.5], [-0.4, 0.8, 0.5], [-0.6, 0.9, -2.1], [-0.1, 0.1, -1.8], [-3.4, 4.5, -1.8], [4.5, -0.7, -0.3], [-0.3, -0.6, -0.1], [-1.3, -0.8, 0.1], [-0.7, -1.9, 2.1], [1.2, -0.6, 0.0], [-0.1, -2.1, 1.3], [2.1, -0.2, 0.4], [0.9, 1.1, -0.5], [-1.3, -0.2, -0.5], [0.1, -0.1, -0.7], [-1.5, 1.6, 0.2], [-0.1, 0.5, 0.0], [-0.9, 0.5, 0.5], [0.1, -0.2, -0.5], [-0.5, 0.0, 0.4], [0.9, -0.3, 0.1], [0.5, -0.5, 0.1], [-3.1, -0.4, 1.0], [2.9, -0.4, 0.5], [0.7, 0.2, -0.8], [0.1, 0.4, -0.5], [2.0, -0.2, 0.6], [-2.4, 0.0, -0.7], [-2.5, 0.1, -0.7], [-0.6, -0.1, -1.4], [0.2, 1.3, 0.0], [1.0, -0.4, -0.9], [0.8, -0.7, 1.1], [1.2, -0.1, 1.9], [-1.0, -0.5, -0.4], [0.5, 2.0, -0.8], [-0.4, 0.0, -0.3], [0.7, 0.0, -0.9], [1.2, -0.4, 1.6], [-0.6, -0.7, 0.9], [0.8, -1.2, 2.2], [0.5, -1.1, 0.1], [-0.7, 0.8, 0.1], [1.2, 0.2, -0.4], [-1.3, 0.5, -1.5], [-0.5, 1.1, -0.3]],
  "lowdin_charge": [-0.24, 0.49, -0.24, -0.24, -0.12, 0.60, -0.26, -0.28, -0.16, -0.58, -0.01, -0.06, -0.05, -0.06, -0.31, -0.10, 0.06, 0.05, 0.08, 0.08, 0.10, 0.02, -0.10, -0.32, -0.07, 0.07, 0.06, 0.09, 0.11, 0.06, -0.03, -0.07, -0.29, -0.08, 0.05, 0.05, 0.04, 0.08, 0.11, 0.04, -0.08, -0.32, -0.03, 0.03, 0.13, 0.03, 0.07, 0.12, 0.04, -0.65, -0.15, 0.16, 0.15, 0.13, 0.11, 0.13, 0.02, -0.55, -0.11, 0.16, 0.15, 0.02, 0.14, 0.10, 0.11, -0.16, -0.15, 0.10, 0.01, 0.06, 0.03, -0.14, -0.16, 0.06, 0.07, 0.07, 0.11, -0.15, -0.14, 0.08, 0.06, 0.05, 0.04, -0.21, -0.09, 0.05, 0.11, 0.05, 0.04, -0.16, -0.09, 0.06, 0.04, 0.09, 0.00, -0.14, -0.15, 0.06, 0.07, 0.08, 0.00, -0.14, -0.11, 0.06, 0.06, 0.05, 0.00, -0.18, -0.08, 0.07, 0.10, 0.04, 0.05, -0.11, -0.14, 0.10, 0.06, 0.04, 0.00, -0.16, -0.08, 0.08, 0.07, 0.04, 0.04],
  "homo_lumo_gap_ha": 0.306,
  "homo_ha": -0.163,
  "charge": -2
}

=====

No. 2
{
  "formula": "C20H82N2O24",
  "method": "the ωB97M-V functional and the def2-TZVPD basis",
  "species": ["C", "O", "C", "C", "C", "C", "C", "C", "C", "C", "C", "C", "O", "C", "N", "C", "C", "C", "C", "N", "C", "C", "C", "C", "H", "H", "H", "H", "H", "H", "H", "H", "H", "H", "H", "H", "H", "H", "H", "H", "H", "H", "H", "H", "H", "H", "H", "H", "H", "H", "H", "H", "H", "H", "H", "H", "H", "H", "H", "H", "H", "H", "O", "H", "H", "O", "H", "H", "O", "H", "H", "O", "H", "H", "O", "H", "H", "O", "H", "H", "O", "H", "H", "O", "H", "H", "O", "H", "H", "O", "H", "H", "O", "H", "H", "O", "H", "H", "O", "H", "H", "O", "H", "H", "O", "H", "H", "O", "H", "H", "O", "H", "H", "O", "H", "H", "O", "H", "H", "O", "H", "H", "O", "H", "H", "O", "H", "H"],
  "xyz": [[2.3541, -4.2216, 0.8838], [2.4587, -4.4689, -0.5321], [1.8083, -3.3948, -1.2477], [2.8128, -2.3052, -1.8466], [2.4146, -1.7836, -3.3092], [2.3055, -0.2031, -3.3978], [0.8422, 0.3489, -3.1087], [0.2589, -0.2049, -1.7389], [-1.2179, 0.2288, -1.4380], [-1.4093, 1.6789, -0.8662], [-0.1961, 2.2944, -0.0813], [-0.7033, 3.7449, 0.4150], [-1.1896, 3.7389, 1.7585], [-2.5785, 3.3839, 1.8347], [0.2842, 1.5034, 1.0530], [1.4905, 2.1290, 1.6767], [2.7252, 1.1573, 1.8274], [3.2546, 0.9790, 3.3082], [2.1490, 0.7708, 4.4031], [1.4070, -0.4964, 4.3129], [1.0487, -1.2009, 5.4694], [0.2957, -2.3827, 5.1019], [0.1954, -2.4259, 3.5978], [0.8967, -1.2058, 3.2426], [1.3593, -4.4984, 1.3262], [3.1591, -4.7871, 1.4227], [2.5247, -3.1316, 1.1309], [1.1291, -3.7651, -2.0689], [1.1437, -2.8781, -0.4957], [3.8294, -2.7967, -1.8536], [2.7995, -1.3961, -1.1880], [1.5079, -2.3253, -3.7030], [3.2608, -2.1096, -3.9853], [2.6146, 0.0758, -4.4469], [3.0041, 0.2084, -2.6205], [0.7591, 1.4570, -3.2006], [0.1747, -0.1117, -3.9191], [0.2282, -1.3273, -1.8764], [0.9874, -0.0181, -0.9095], [-1.7098, -0.5543, -0.8086], [-1.7591, 0.2080, -2.4320], [-1.7410, 2.4235, -1.6449], [-2.2750, 1.6171, -0.1408], [0.6209, 2.5159, -0.8277], [0.1899, 4.4327, 0.3758], [-1.4422, 4.1481, -0.3358], [-2.6238, 2.2660, 1.9977], [-3.1114, 3.6070, 0.8710], [-3.0773, 3.8801, 2.7340], [-0.4397, 1.3296, 1.7481], [1.8240, 3.0206, 1.0710], [1.1306, 2.5589, 2.6533], [3.5737, 1.6316, 1.2462], [2.5800, 0.1538, 1.3374], [3.9203, 0.0736, 3.3164], [3.8974, 1.8585, 3.5737], [2.6897, 0.7380, 5.3938], [1.4290, 1.6321, 4.4974], [1.3339, -0.8521, 6.4818], [-0.1334, -3.1150, 5.8217], [-0.2837, -3.1907, 2.9645], [0.9746, -0.9216, 2.1736], [-3.4866, -3.5107, 3.4406], [-2.5480, -3.5641, 3.6578], [-3.8159, -2.8031, 4.0099], [-3.4945, 0.6799, 3.8044], [-4.0563, 1.4224, 3.5514], [-2.7354, 1.0976, 4.2273], [-1.1647, 2.1370, -4.2137], [-1.0174, 2.9754, -4.6696], [-1.2935, 1.5000, -4.9290], [4.9085, -1.6848, 1.0784], [5.0616, -0.8564, 0.6094], [4.7742, -2.3322, 0.3755], [-1.3207, 5.4379, -2.4486], [-0.3816, 5.3713, -2.2371], [-1.6370, 6.1488, -1.8779], [-4.0739, 2.8990, -3.1430], [-3.2709, 2.5007, -3.5035], [-3.9144, 3.8470, -3.2129], [-0.1155, -0.3512, -6.3074], [0.6297, -0.9403, -6.5095], [0.1583, 0.4992, -6.6691], [-0.2677, -5.3318, 2.8251], [-1.0912, -5.4907, 2.3497], [-0.0201, -6.2040, 3.1539], [-4.2823, 0.0851, -1.0610], [-4.0374, 0.8361, -1.6164], [-4.4862, 0.4868, -0.2057], [1.7550, -7.6537, 0.7774], [2.4912, -8.2465, 0.5902], [2.0369, -6.8049, 0.4092], [-1.2062, -7.4950, 1.1647], [-1.5386, -6.8722, 0.5087], [-0.3015, -7.6854, 0.8722], [-3.7421, 3.4943, 5.0149], [-4.3041, 4.2356, 4.7599], [-2.9817, 3.9119, 5.4368], [-5.8338, 0.8654, 1.5826], [-6.7290, 1.1948, 1.7195], [-5.9050, -0.0839, 1.7446], [1.3845, -2.4950, -7.5816], [0.5527, -2.5784, -8.0644], [1.5743, -3.3941, -7.2883], [-1.0073, -3.1966, -5.7848], [-0.3929, -3.2037, -5.0397], [-1.0316, -2.2710, -6.0390], [5.6209, 1.3767, 5.0737], [5.7497, 1.1095, 5.9912], [6.4744, 1.7430, 4.8150], [0.5388, 7.7004, -2.1730], [-0.0197, 7.8458, -2.9459], [0.7648, 8.5895, -1.8762], [-2.8821, 6.5951, 1.0916], [-3.7090, 6.4776, 0.6101], [-2.6532, 5.7040, 1.3859], [-4.6016, -1.5222, 5.6690], [-4.3742, -0.7615, 5.1152], [-4.8468, -1.1339, 6.5150], [1.7686, 6.1999, 2.0542], [1.1544, 5.7226, 2.6248], [1.1952, 6.6943, 1.4570], [-0.9228, -3.7597, -2.6557], [-1.8246, -3.4290, -2.5563], [-1.0004, -4.7039, -2.4758], [3.3106, -2.6317, -10.0916], [3.5724, -1.8877, -10.6451], [3.0863, -2.2268, -9.2433]],
  "forces_ev_per_angstrom": [[0.4, 0.5, 1.0], [-0.4, 0.7, 0.2], [-0.5, 1.0, -0.1], [-0.7, -0.4, -0.1], [1.0, -0.3, 0.1], [-0.8, -0.5, 0.1], [-0.3, -1.5, -0.2], [0.3, -0.5, -0.9], [0.4, 0.2, -0.8], [-0.3, -0.5, 0.9], [-1.5, 1.1, -0.3], [1.3, 0.0, -1.0], [-0.8, 0.7, -0.7], [-0.2, -1.0, 0.5], [1.0, 0.3, -0.9], [-0.3, 0.1, 0.2], [0.6, 0.4, 0.0], [-0.4, -0.3, -0.6], [0.8, 0.4, 0.3], [-0.9, -1.6, 0.7], [-1.3, -2.0, -0.8], [0.9, 1.4, -1.1], [1.9, 3.3, 3.1], [-1.3, -2.0, -1.5], [0.8, 0.1, -0.6], [-0.7, 0.3, -0.6], [-0.1, -1.0, -0.3], [1.1, 0.0, 1.0], [0.4, -0.5, -1.0], [-0.9, 0.7, 0.0], [0.3, -1.0, -0.3], [0.6, 0.7, 0.5], [-0.9, 0.4, 0.5], [-0.2, 0.1, 1.2], [-0.4, -0.1, -1.0], [0.3, -0.9, 0.2], [0.9, 0.9, 1.0], [0.0, 1.1, 0.2], [-0.8, 0.1, -0.4], [0.4, 0.9, -0.3], [0.5, -0.2, 1.0], [0.6, -0.8, 0.6], [0.8, 0.1, -0.7], [-0.5, -0.6, 0.9], [-0.9, -0.5, 0.4], [0.5, -0.4, 1.0], [-0.3, 1.1, -0.2], [0.3, -0.1, 0.9], [0.8, -0.5, -1.3], [0.1, 0.2, -0.4], [-0.5, -0.9, 0.5], [0.8, -0.4, -0.7], [-0.8, -0.5, 0.6], [-0.3, 1.1, 0.5], [-0.5, 0.9, 0.1], [-0.8, -0.8, 0.0], [-0.6, 0.0, -1.0], [0.7, -0.8, -0.4], [-0.2, -0.2, -1.0], [0.5, 0.7, -0.7], [0.6, 0.9, 0.5], [0.3, 0.3, 1.1], [0.1, 0.0, 0.0], [-0.1, 0.1, 0.0], [0.0, -0.1, 0.1], [0.0, -0.1, 0.1], [0.0, -0.1, 0.0], [-0.1, -0.1, 0.0], [-0.5, 0.4, -0.5], [-0.1, 0.0, 0.1], [0.1, -0.2, 0.2], [0.0, 0.0, -0.2], [0.0, 0.0, 0.1], [0.0, 0.0, 0.1], [-0.1, 0.0, -0.1], [-0.1, 0.1, 0.0], [0.1, -0.1, 0.0], [0.0, 0.0, 0.0], [0.2, 0.0, 0.0], [0.0, -0.1, 0.1], [0.1, 0.1, -0.2], [0.0, -0.1, 0.0], [0.0, -0.1, 0.0], [-0.1, 0.1, 0.2], [0.1, -0.3, 0.1], [-0.1, 0.1, -0.1], [0.0, 0.1, 0.1], [-0.1, 0.0, 0.0], [-0.2, 0.0, -0.1], [0.1, 0.1, -0.1], [-0.1, 0.0, 0.0], [-0.1, 0.1, 0.0], [-0.1, 0.0, -0.3], [0.0, -0.1, 0.0], [0.1, 0.0, 0.1], [0.0, 0.2, 0.0], [0.0, -0.1, 0.1], [0.0, -0.1, 0.0], [0.0, 0.0, 0.2], [0.1, 0.0, -0.1], [0.1, 0.0, 0.0], [0.1, 0.1, -0.1], [0.0, -0.1, 0.0], [-0.1, 0.1, 0.1], [0.2, -0.1, 0.0], [-0.2, -0.1, 0.1], [-0.2, 0.3, 0.0], [0.3, 0.1, 0.3], [0.0, 0.0, -0.1], [-0.1, 0.0, 0.0], [-0.1, 0.2, -0.1], [0.0, -0.1, 0.0], [0.1, -0.1, 0.0], [-0.1, -0.1, -0.1], [0.0, 0.1, 0.1], [0.1, 0.1, 0.0], [-0.1, 0.2, -0.1], [0.1, 0.1, -0.1], [0.0, -0.1, 0.0], [-0.2, 0.0, 0.0], [0.1, 0.0, -0.1], [0.1, 0.0, 0.0], [-0.4, -0.1, 0.0], [0.1, 0.1, -0.1], [0.0, 0.0, -0.1], [0.0, 0.3, 0.1], [0.0, -0.1, 0.0], [-0.1, -0.2, 0.0]],
  "lowdin_charge": [-0.12, -0.22, -0.22, -0.15, -0.19, -0.19, -0.20, -0.19, -0.18, -0.15, -0.31, -0.19, -0.21, -0.11, -0.02, -0.19, -0.18, -0.18, -0.15, -0.12, -0.11, -0.08, -0.06, -0.11, 0.07, 0.10, 0.08, 0.09, 0.11, 0.11, 0.08, 0.09, 0.10, 0.10, 0.10, 0.09, 0.09, 0.09, 0.09, 0.11, 0.10, 0.09, 0.09, 0.15, 0.11, 0.10, 0.08, 0.10, 0.09, 0.11, 0.11, 0.11, 0.10, 0.08, 0.11, 0.10, 0.12, 0.11, 0.10, 0.08, 0.05, 0.09, -0.06, 0.01, 0.00, -0.06, 0.01, 0.04, -0.05, 0.06, 0.04, -0.06, 0.03, 0.02, -0.06, 0.03, 0.03, -0.06, 0.00, 0.03, -0.06, 0.01, 0.05, -0.07, 0.03, 0.05, -0.06, 0.01, 0.01, -0.04, 0.05, 0.02, -0.06, 0.04, 0.00, -0.05, 0.05, 0.05, -0.04, 0.05, 0.06, -0.05, 0.06, 0.07, -0.06, 0.01, 0.00, -0.05, 0.04, 0.05, -0.06, 0.04, 0.04, -0.05, 0.04, -0.01, -0.06, 0.00, 0.04, -0.06, 0.03, 0.03, -0.05, 0.06, 0.05, -0.07, 0.03, 0.00],
  "homo_lumo_gap_ha": 0.268,
  "homo_ha": -0.271
}